One molecule with the formula C21H26N4O4. Source: the Open Molecules 2025 dataset; level of theory: wB97M-V/def2-TZVPD.

## Properties
Energy above the lowest of the compared OMol25 structures with the same formula, charge and spin (kcal per mole): 66.2
E_LUMO (eV): 0.53
HOMO level (eV): -8.61
HOMO-LUMO gap (eV): 9.1438

Element x y z (Å)
C  -7.076  -1.862  1.235
O  -6.640  -1.989  -0.097
C  -5.622  -1.197  -0.526
C  -5.271  -1.330  -1.871
C  -4.257  -0.563  -2.406
C  -3.564  0.338  -1.612
C  -3.898  0.464  -0.271
C  -3.231  1.489  0.596
O  -3.847  2.453  1.013
N  -1.927  1.280  0.888
C  -1.149  0.127  0.513
C  0.043  0.549  -0.348
C  0.883  1.575  0.424
N  2.006  2.009  -0.377
N  1.967  3.180  -1.008
C  3.069  3.264  -1.725
C  3.852  2.117  -1.572
C  3.135  1.329  -0.690
N  3.485  0.048  -0.259
C  3.397  -0.495  0.980
O  2.890  0.043  1.943
C  4.031  -1.880  1.064
C  5.565  -1.774  0.926
C  5.849  -2.374  -0.466
O  4.602  -2.438  -1.133
C  3.658  -2.765  -0.136
C  0.005  2.765  0.802
C  -1.180  2.274  1.630
C  -4.931  -0.291  0.271
H  -6.287  -2.135  1.944
H  -7.908  -2.557  1.340
H  -7.422  -0.847  1.449
H  -5.819  -2.035  -2.476
H  -4.005  -0.664  -3.451
H  -2.781  0.949  -2.035
H  -0.772  -0.354  1.426
H  -1.778  -0.586  -0.022
H  -0.311  1.002  -1.277
H  0.643  -0.328  -0.597
H  1.277  1.109  1.335
H  3.264  4.134  -2.319
H  4.795  1.891  -2.025
H  4.001  -0.492  -0.948
H  3.730  -2.323  2.014
H  6.074  -2.336  1.706
H  5.892  -0.736  0.988
H  6.520  -1.768  -1.076
H  6.268  -3.384  -0.370
H  2.661  -2.577  -0.535
H  3.743  -3.826  0.136
H  -0.350  3.255  -0.105
H  0.585  3.489  1.373
H  -0.823  1.831  2.568
H  -1.864  3.093  1.859
H  -5.180  -0.148  1.310

A 3-piece molecular cluster, C9H24O3 overall. Source: the Open Molecules 2025 dataset; level of theory: wB97M-V/def2-TZVPD.

## Properties
Energy above the lowest of the compared OMol25 structures with the same formula, charge and spin (kcal per mole): 42.1
E_LUMO (eV): 0.64
HOMO level (eV): -10.00
HOMO-LUMO gap (eV): 10.6431

Element x y z (Å)
C  -4.860  4.844  -1.084
C  -4.964  4.046  -2.378
C  -5.626  2.727  -2.102
O  -5.626  4.671  -3.429
H  -4.449  5.824  -1.326
H  -4.332  4.362  -0.260
H  -5.832  5.005  -0.617
H  -3.904  3.924  -2.604
H  -6.707  2.684  -1.969
H  -5.161  2.102  -1.339
H  -5.477  2.142  -3.009
H  -5.843  3.987  -4.067
C  4.100  -5.984  2.714
C  3.137  -4.825  2.957
C  3.592  -3.700  3.944
O  2.877  -4.181  1.789
H  4.896  -5.580  2.088
H  3.676  -6.851  2.206
H  4.633  -6.327  3.600
H  2.219  -5.343  3.235
H  4.644  -3.456  3.797
H  3.537  -4.121  4.948
H  3.063  -2.757  4.081
H  2.997  -4.755  1.029
C  0.680  0.396  -1.738
C  2.019  1.072  -1.425
C  1.977  1.832  -0.055
O  2.981  0.123  -1.346
H  0.008  0.242  -0.894
H  0.816  -0.501  -2.342
H  0.047  1.015  -2.374
H  2.228  1.825  -2.185
H  1.667  1.252  0.815
H  1.389  2.749  -0.050
H  3.031  2.047  0.124
H  2.568  -0.490  -0.734

Question: The highest energy above the lowest of the compared OMol25 structures with the same formula, charge and spin belongs to which entry?
Answer: C21H26N4O4

Question: Among the records above, which one has the lowest energy above the lowest of the compared OMol25 structures with the same formula, charge and spin?
Answer: C9H24O3